# 1
{"formula": "C26H78O26", "method": "the ωB97M-V functional and the def2-TZVPD basis", "charge": 0, "total_energy_ha": -2993.2837, "max_force_ev_per_a": 3.58, "relative_energy_kj_mol": 556.38, "spin_multiplicity": 1, "gap_ha": 0.36981, "species": ["C", "C", "O", "O", "H", "H", "H", "H", "H", "H", "C", "C", "O", "O", "H", "H", "H", "H", "H", "H", "C", "C", "O", "O", "H", "H", "H", "H", "H", "H", "C", "C", "O", "O", "H", "H", "H", "H", "H", "H", "C", "C", "O", "O", "H", "H", "H", "H", "H", "H", "C", "C", "O", "O", "H", "H", "H", "H", "H", "H", "C", "C", "O", "O", "H", "H", "H", "H", "H", "H", "C", "C", "O", "O", "H", "H", "H", "H", "H", "H", "C", "C", "O", "O", "H", "H", "H", "H", "H", "H", "C", "C", "O", "O", "H", "H", "H", "H", "H", "H", "C", "C", "O", "O", "H", "H", "H", "H", "H", "H", "C", "C", "O", "O", "H", "H", "H", "H", "H", "H", "C", "C", "O", "O", "H", "H", "H", "H", "H", "H"], "positions_angstrom": [[-3.5054, 1.4897, 0.8272], [-3.5845, 2.9704, 0.6659], [-4.9717, 3.3326, 0.4567], [-3.8145, 1.2176, 2.1420], [-2.5959, 1.0199, 0.4529], [-4.2224, 1.0234, 0.1515], [-3.0415, 3.2708, -0.2302], [-3.0389, 3.4955, 1.4499], [-5.5540, 3.0862, 1.1790], [-4.2855, 0.3847, 2.0643], [1.1059, 7.2489, -0.9985], [-0.0316, 6.3242, -0.5754], [0.0812, 4.8905, -0.8716], [0.9726, 7.8398, -2.2517], [2.1363, 6.9335, -0.8341], [1.0664, 8.1391, -0.3707], [-1.0264, 6.6414, -0.8881], [-0.0553, 6.2739, 0.5131], [0.7363, 4.5275, -0.2710], [1.2881, 7.0837, -2.7521], [4.5998, 0.4954, -1.4648], [4.3885, 1.6904, -0.4909], [3.1414, 2.2603, -0.7675], [3.7168, -0.4859, -1.0099], [5.6588, 0.2374, -1.4530], [4.4812, 0.7983, -2.5052], [5.0250, 2.5118, -0.8196], [4.6326, 1.4740, 0.5492], [2.4487, 1.6293, -0.5584], [4.2623, -1.2691, -1.1132], [4.3593, -0.9510, 2.1637], [4.6731, -0.6677, 3.5946], [4.1090, -1.7382, 4.4172], [4.6182, -2.3286, 1.8526], [4.9352, -0.3571, 1.4540], [3.3491, -0.6667, 1.8693], [4.2946, 0.2783, 3.9816], [5.6992, -0.7612, 3.9503], [3.1715, -1.5725, 4.5409], [4.5423, -2.9397, 2.5891], [0.9450, -1.8031, 5.9514], [0.6764, -0.6951, 4.9545], [1.8006, 0.0405, 4.4432], [-0.2713, -2.1773, 6.4767], [1.6897, -1.5713, 6.7128], [1.2497, -2.6656, 5.3585], [-0.0065, 0.0462, 5.3696], [0.2728, -1.1408, 4.0454], [1.3887, 0.8329, 4.0911], [-0.8546, -2.2404, 5.7168], [0.3075, -4.8653, -1.6874], [1.1938, -4.0611, -2.5823], [0.7638, -4.0091, -3.8959], [0.2242, -6.3131, -1.8362], [-0.6822, -4.4476, -1.5027], [0.7964, -4.8356, -0.7136], [2.0924, -4.6780, -2.5849], [1.4239, -3.1067, -2.1086], [0.7307, -3.0720, -4.1016], [-0.0371, -6.3338, -2.7597], [-4.1512, -3.2522, 0.4859], [-3.7748, -1.8536, 0.9758], [-2.9381, -1.8847, 2.0671], [-2.9726, -3.9062, 0.0708], [-4.8796, -3.3007, -0.3236], [-4.7128, -3.6576, 1.3276], [-4.7305, -1.3590, 1.1495], [-3.2009, -1.3749, 0.1823], [-2.0340, -1.8866, 1.7443], [-3.1298, -4.6990, -0.4471], [-0.4535, 0.1002, -1.0090], [0.2368, -0.6895, 0.1339], [-0.5749, -0.5945, 1.2768], [-0.3921, 1.5236, -0.8298], [-1.5189, -0.0940, -1.1334], [-0.0360, -0.1269, -1.9899], [1.2478, -0.2878, 0.2029], [0.4050, -1.7463, -0.0733], [-0.7781, 0.3438, 1.2743], [-0.4444, 2.0536, -1.6286], [-0.3673, 3.8421, -4.5897], [-1.4270, 2.7806, -4.3141], [-1.6665, 2.2844, -2.9823], [-0.4929, 4.9760, -3.8048], [-0.3216, 4.1705, -5.6281], [0.6009, 3.3685, -4.4275], [-1.2185, 1.8477, -4.8378], [-2.3440, 3.0873, -4.8173], [-2.4239, 2.8149, -2.7243], [-0.4145, 4.7878, -2.8667], [2.5926, 0.0411, -4.0149], [3.2734, 0.8371, -5.2013], [2.8854, 2.1533, -5.5169], [1.2516, -0.4002, -4.3228], [2.3463, 0.6856, -3.1711], [3.2419, -0.7719, -3.6901], [3.2101, 0.2537, -6.1198], [4.3531, 0.8578, -5.0534], [3.4103, 2.4717, -6.2550], [0.6494, 0.3378, -4.4422], [-0.0338, -4.1560, 2.6494], [0.1549, -5.5204, 3.2554], [-1.0492, -6.2640, 3.1439], [1.1242, -3.4639, 2.6941], [-0.6897, -3.5526, 3.2771], [-0.5647, -4.2361, 1.7008], [0.3575, -5.5104, 4.3263], [0.9327, -5.9987, 2.6600], [-0.8661, -7.1841, 2.9404], [1.0318, -2.5148, 2.8054], [-0.9236, 2.7299, 3.3527], [-1.8625, 2.2887, 4.5497], [-1.6721, 3.0694, 5.6714], [0.4862, 2.4911, 3.4405], [-1.0330, 3.8059, 3.2171], [-1.3647, 2.3874, 2.4166], [-1.9561, 1.2544, 4.8807], [-2.8736, 2.5403, 4.2294], [-2.4844, 3.3791, 6.0786], [0.8134, 3.0931, 4.1130], [-3.8046, -2.0118, -3.0629], [-3.1010, -1.3373, -4.1835], [-3.3082, -1.8951, -5.4668], [-3.0265, -3.1494, -2.7253], [-4.7805, -2.4498, -3.2721], [-3.7683, -1.3851, -2.1718], [-2.0455, -1.4360, -3.9300], [-3.2807, -0.2623, -4.1708], [-3.0781, -2.8095, -5.2863], [-3.1099, -3.3705, -1.7948]], "lowdin_charge": [-0.30, -0.20, -0.06, -0.03, 0.08, 0.13, 0.11, 0.11, 0.08, 0.07, -0.27, -0.18, -0.10, -0.04, 0.13, 0.12, 0.13, 0.11, 0.08, 0.08, -0.25, -0.23, -0.06, -0.06, 0.12, 0.09, 0.12, 0.10, 0.06, 0.10, -0.24, -0.20, -0.09, -0.07, 0.09, 0.10, 0.11, 0.12, 0.03, 0.08, -0.26, -0.21, -0.08, -0.04, 0.14, 0.11, 0.12, 0.10, 0.04, 0.08, -0.24, -0.27, -0.03, -0.06, 0.10, 0.11, 0.12, 0.12, 0.07, 0.07, -0.22, -0.28, -0.03, -0.07, 0.12, 0.12, 0.12, 0.10, 0.05, 0.10, -0.20, -0.19, -0.06, -0.10, 0.10, 0.10, 0.10, 0.12, 0.07, 0.04, -0.25, -0.20, -0.07, -0.05, 0.13, 0.10, 0.11, 0.12, 0.10, 0.04, -0.19, -0.23, -0.07, -0.09, 0.10, 0.12, 0.11, 0.10, 0.09, 0.06, -0.30, -0.22, -0.07, -0.04, 0.11, 0.11, 0.12, 0.13, 0.08, 0.06, -0.18, -0.24, -0.06, -0.06, 0.12, 0.08, 0.11, 0.10, 0.09, 0.10, -0.23, -0.26, -0.04, -0.09, 0.13, 0.11, 0.11, 0.12, 0.08, 0.02]}

# 2
{"formula": "C26H78O26", "method": "the ωB97M-V functional and the def2-TZVPD basis", "charge": 0, "total_energy_ha": -2993.1359, "max_force_ev_per_a": 9.46, "relative_energy_kj_mol": 944.54, "spin_multiplicity": 1, "gap_ha": 0.28812, "species": ["C", "C", "O", "O", "H", "H", "H", "H", "H", "H", "C", "C", "O", "O", "H", "H", "H", "H", "H", "H", "C", "C", "O", "O", "H", "H", "H", "H", "H", "H", "C", "C", "O", "O", "H", "H", "H", "H", "H", "H", "C", "C", "O", "O", "H", "H", "H", "H", "H", "H", "C", "C", "O", "O", "H", "H", "H", "H", "H", "H", "C", "C", "O", "O", "H", "H", "H", "H", "H", "H", "C", "C", "O", "O", "H", "H", "H", "H", "H", "H", "C", "C", "O", "O", "H", "H", "H", "H", "H", "H", "C", "C", "O", "O", "H", "H", "H", "H", "H", "H", "C", "C", "O", "O", "H", "H", "H", "H", "H", "H", "C", "C", "O", "O", "H", "H", "H", "H", "H", "H", "C", "C", "O", "O", "H", "H", "H", "H", "H", "H"], "positions_angstrom": [[2.9003, 4.4011, 2.5673], [2.8919, 3.0029, 1.9447], [3.2973, 3.1039, 0.5684], [2.3414, 4.3996, 3.8677], [2.5374, 5.1614, 1.8756], [3.9513, 4.7022, 2.6772], [1.8594, 2.6455, 1.9125], [3.5708, 2.3873, 2.5375], [3.5756, 2.2164, 0.3200], [3.0204, 4.1636, 4.5018], [-2.3098, 0.8121, 3.4232], [-3.3579, 0.7229, 4.5217], [-4.6786, 0.5567, 4.0526], [-2.5951, 1.8375, 2.4747], [-2.2706, -0.1463, 2.8960], [-1.3001, 1.0198, 3.7738], [-3.3362, 1.5954, 5.1833], [-3.0749, -0.1171, 5.1584], [-4.9379, 1.1835, 3.3633], [-3.3096, 1.5835, 1.8739], [0.6411, 0.9579, 6.1661], [0.4791, 1.4714, 4.7364], [-0.2525, 0.5802, 3.9444], [1.3046, -0.2835, 6.2392], [-0.3484, 0.9739, 6.6387], [1.1730, 1.7011, 6.7766], [1.4774, 1.6706, 4.3285], [0.0069, 2.4530, 4.8270], [0.3924, -0.0507, 3.5625], [0.7879, -0.9327, 6.7189], [1.2901, -2.5952, 2.3650], [2.0138, -3.5268, 3.3478], [1.3564, -3.4334, 4.5977], [1.3777, -1.2155, 2.7251], [0.2271, -2.8148, 2.3163], [1.7893, -2.6725, 1.3932], [3.0782, -3.2622, 3.4035], [2.0047, -4.5464, 2.9613], [1.1101, -2.5094, 4.7365], [2.2897, -0.9049, 2.7167], [0.9756, 4.6954, -1.3588], [0.8697, 3.5295, -2.3524], [0.5498, 2.3528, -1.6480], [1.2285, 5.9469, -1.9486], [1.7484, 4.4167, -0.6275], [0.0915, 4.7509, -0.7247], [1.7926, 3.4663, -2.9296], [0.0350, 3.7675, -3.0227], [-0.3690, 2.3978, -1.3436], [2.1515, 6.0070, -2.2073], [-5.5153, 1.2440, -0.0383], [-5.7701, 2.5685, 0.6472], [-6.0244, 2.3200, 2.0279], [-4.1837, 0.8347, 0.2943], [-5.7202, 1.2851, -1.1106], [-6.1298, 0.4581, 0.4132], [-6.6940, 2.9462, 0.1936], [-4.9824, 3.3121, 0.5187], [-6.6871, 2.9240, 2.3672], [-3.9366, 0.0335, -0.1949], [-3.7248, -2.4008, -0.0540], [-2.9636, -3.7430, -0.1045], [-1.7857, -3.5983, 0.6236], [-3.1651, -1.4928, -0.9979], [-3.6797, -2.0834, 0.9902], [-4.8101, -2.4635, -0.2055], [-2.8216, -4.0522, -1.1458], [-3.6264, -4.4902, 0.3369], [-1.1196, -3.1155, 0.0920], [-3.0774, -1.8843, -1.8682], [4.3805, -1.6140, -3.0199], [3.2592, -1.0900, -2.1323], [3.4013, 0.2605, -1.7706], [4.0028, -2.9785, -3.2166], [5.3878, -1.4921, -2.6165], [4.3872, -1.0547, -3.9673], [3.3045, -1.6506, -1.1862], [2.2397, -1.3205, -2.4576], [2.8861, 0.8026, -2.3882], [4.6462, -3.4480, -3.7572], [1.0551, -6.2557, -1.4223], [2.1313, -6.7433, -2.3459], [3.4132, -6.4975, -1.7387], [0.9265, -7.1615, -0.3250], [0.0624, -6.1354, -1.8755], [1.2409, -5.2422, -1.0490], [2.1573, -6.2339, -3.3148], [2.0178, -7.8118, -2.5582], [4.0308, -6.3972, -2.4651], [0.1869, -6.8541, 0.2087], [-0.5830, -2.6280, -4.8866], [0.5468, -3.6116, -4.5611], [1.1333, -3.2883, -3.2984], [-0.0833, -1.3682, -5.2871], [-1.2805, -2.5322, -4.0476], [-1.1471, -3.1224, -5.6830], [1.2904, -3.6021, -5.3574], [0.0953, -4.6069, -4.4759], [2.0859, -3.2290, -3.4453], [0.1872, -0.9196, -4.4676], [-0.2080, -0.1007, 0.1197], [0.6138, -1.0053, -0.7504], [-0.0211, -2.2091, -1.1527], [-1.4191, 0.2515, -0.5186], [0.4036, 0.7925, 0.2355], [-0.4528, -0.5757, 1.0733], [1.5646, -1.3088, -0.2993], [0.8852, -0.4271, -1.6393], [0.4088, -2.5842, -1.9370], [-2.0236, -0.4981, -0.5521], [1.5940, 1.3158, -4.5328], [0.2452, 1.1448, -3.8409], [0.3615, 0.2177, -2.7682], [2.5312, 2.0772, -3.7350], [1.5180, 1.8434, -5.4863], [1.9424, 0.2959, -4.7342], [-0.4614, 0.7644, -4.5786], [-0.0844, 2.1075, -3.4425], [0.3480, 0.6549, -1.9054], [3.1022, 2.4781, -4.3947], [-0.8606, 5.5268, 0.2572], [-1.4343, 4.4427, 1.1566], [-1.0568, 3.1840, 0.6230], [-1.2375, 5.3641, -1.1103], [0.2241, 5.3506, 0.3169], [-1.1261, 6.5265, 0.5921], [-2.5309, 4.4878, 1.1160], [-1.1448, 4.6114, 2.1962], [-1.4197, 2.4754, 1.1884], [-1.2532, 4.3971, -1.2054]], "lowdin_charge": [-0.25, -0.23, -0.07, -0.06, 0.12, 0.12, 0.11, 0.12, 0.07, 0.09, -0.22, -0.24, -0.07, -0.07, 0.13, -0.09, 0.11, 0.11, 0.04, 0.04, -0.24, -0.19, -0.06, -0.05, 0.12, 0.12, 0.11, 0.14, 0.09, 0.09, -0.20, -0.22, -0.06, -0.09, 0.13, 0.11, 0.12, 0.12, 0.06, 0.11, -0.30, -0.20, -0.09, -0.01, 0.12, -0.02, 0.11, 0.13, 0.09, 0.09, -0.20, -0.21, -0.07, -0.08, 0.12, 0.13, 0.12, 0.12, 0.10, 0.05, -0.19, -0.25, -0.07, -0.09, 0.13, 0.12, 0.12, 0.12, 0.05, 0.12, -0.19, -0.27, -0.04, -0.08, 0.12, 0.12, 0.12, 0.09, 0.05, 0.10, -0.25, -0.23, -0.06, -0.06, 0.12, 0.11, 0.11, 0.12, 0.07, 0.08, -0.23, -0.19, -0.10, -0.06, 0.12, 0.12, 0.13, 0.11, 0.06, 0.04, -0.20, -0.26, -0.06, -0.05, 0.12, 0.11, 0.10, 0.02, 0.04, 0.01, -0.16, -0.18, -0.13, -0.11, 0.13, 0.11, 0.12, 0.10, 0.05, 0.11, -0.23, -0.21, -0.08, -0.06, 0.10, 0.14, 0.12, 0.13, 0.06, 0.08]}

> Which value of charge does entry 2 give?

0